Entry from OMol25: C44H58F3NiO2SbSi4 as an isolated structure (ωB97M-V with the def2-TZVPD basis set).

CARTESIAN COORDINATES (ANGSTROEM)
Ni: -0.65 0.33 -0.32
C: -1.90 -2.53 -1.65
O: -1.80 -1.11 -1.44
Si: -2.61 0.08 -2.36
C: -4.44 -0.11 -2.04
C: -2.42 -0.28 -4.18
C: -1.77 1.53 -1.64
Si: -0.67 2.56 -2.75
C: 0.54 1.61 -3.81
C: 0.38 3.75 -1.75
C: -1.73 3.55 -3.94
Si: -2.78 2.48 -0.40
C: -3.67 1.29 0.78
C: -1.74 3.65 0.63
C: -4.14 3.51 -1.16
H: -2.92 -2.87 -1.43
H: -1.21 -3.04 -0.99
H: -1.65 -2.79 -2.68
H: -4.86 -0.92 -2.64
H: -4.97 0.82 -2.32
H: -4.67 -0.31 -0.98
H: -2.95 -1.21 -4.44
H: -1.37 -0.39 -4.49
H: -2.86 0.54 -4.76
H: 1.02 0.82 -3.23
H: 1.32 2.29 -4.16
H: 0.06 1.16 -4.69
H: 0.83 3.23 -0.89
H: -0.20 4.60 -1.37
H: 1.19 4.14 -2.38
H: -2.24 2.89 -4.66
H: -1.11 4.26 -4.51
H: -2.50 4.13 -3.41
H: -3.36 0.25 0.64
H: -4.75 1.33 0.62
H: -3.48 1.56 1.83
H: -0.74 3.25 0.84
H: -2.23 3.84 1.60
H: -1.62 4.62 0.12
H: -4.87 2.89 -1.71
H: -3.74 4.25 -1.87
H: -4.69 4.06 -0.38
C: 5.27 -0.31 -1.46
C: 3.89 0.34 -1.25
C: 3.92 1.11 0.08
C: 3.61 1.32 -2.40
Si: 2.41 -0.86 -1.21
O: 1.13 0.06 -0.88
C: 2.58 -2.33 -0.01
C: 3.76 -3.04 0.24
C: 3.77 -4.17 1.06
C: 2.59 -4.61 1.65
C: 1.40 -3.94 1.40
C: 1.40 -2.81 0.57
C: 2.23 -1.78 -2.85
C: 0.97 -1.86 -3.46
C: 0.77 -2.54 -4.65
C: 1.85 -3.16 -5.28
C: 3.10 -3.13 -4.69
C: 3.29 -2.46 -3.48
H: 6.05 0.47 -1.46
H: 5.34 -0.82 -2.43
H: 5.52 -1.02 -0.67
H: 4.65 1.93 0.02
H: 4.22 0.46 0.91
H: 2.94 1.55 0.30
H: 4.39 2.09 -2.44
H: 2.64 1.81 -2.28
H: 3.60 0.80 -3.37
H: 4.69 -2.73 -0.23
H: 4.69 -4.70 1.24
H: 2.60 -5.48 2.30
H: 0.47 -4.28 1.84
H: 0.47 -2.31 0.36
H: 0.13 -1.37 -2.97
H: -0.22 -2.59 -5.10
H: 1.70 -3.68 -6.22
H: 3.94 -3.63 -5.16
H: 4.27 -2.48 -3.02
F: -0.66 5.44 5.26
C: -0.66 4.26 4.64
C: 0.47 3.87 3.95
C: 0.46 2.64 3.31
C: -0.66 1.81 3.37
C: -1.79 2.24 4.06
C: -1.79 3.47 4.71
Sb: -0.58 0.00 2.23
C: 0.96 -0.92 3.37
C: 0.71 -1.95 4.27
C: 1.75 -2.57 4.95
C: 3.04 -2.15 4.70
F: 4.05 -2.75 5.34
C: 3.33 -1.14 3.81
C: 2.28 -0.52 3.14
C: -2.19 -1.11 3.07
C: -2.96 -1.90 2.21
C: -4.07 -2.60 2.69
C: -4.40 -2.48 4.02
F: -5.48 -3.11 4.48
C: -3.64 -1.73 4.91
C: -2.53 -1.05 4.42
H: 1.33 4.53 3.91
H: 1.35 2.33 2.77
H: -2.68 1.63 4.10
H: -2.66 3.83 5.26
H: -0.30 -2.29 4.45
H: 1.58 -3.37 5.66
H: 4.37 -0.85 3.63
H: 2.50 0.27 2.43
H: -2.70 -1.98 1.16
H: -4.68 -3.22 2.04
H: -3.94 -1.67 5.95
H: -1.91 -0.49 5.12

Properties
Frontier orbital gap (spin up / spin down) ... 0.31504 / 0.28129 Eh
Multiplicity ... 3
F_max ... 1.69 eV Å⁻¹
Total charge ... 0
Energy above the lowest of the compared OMol25 structures with the same formula, charge and spin ... 2.8 kcal/mol

Entry from OMol25: a 10-piece molecular cluster, C44H58N2O28 overall (ωB97M-V with the def2-TZVPD basis set).

CARTESIAN COORDINATES (ANGSTROEM)
O: -2.49 -0.08 -3.28
N: -2.70 -0.96 -4.10
O: -2.53 -0.93 -5.29
C: -3.10 -2.30 -3.54
C: -2.96 -2.48 -2.18
C: -3.32 -3.67 -1.65
C: -3.77 -4.66 -2.51
C: -3.95 -4.40 -3.88
C: -3.55 -3.21 -4.43
H: -2.63 -1.69 -1.57
H: -3.31 -3.90 -0.59
H: -3.99 -5.66 -2.15
H: -4.29 -5.23 -4.51
H: -3.56 -3.08 -5.51
O: 5.37 5.12 3.78
N: 4.16 4.99 3.67
O: 3.40 5.65 3.03
C: 3.51 3.75 4.30
C: 2.16 3.83 4.57
C: 1.59 2.71 5.17
C: 2.39 1.65 5.53
C: 3.78 1.59 5.18
C: 4.34 2.70 4.59
H: 1.60 4.69 4.25
H: 0.49 2.68 5.34
H: 1.98 0.77 5.98
H: 4.37 0.77 5.58
H: 5.38 2.91 4.46
C: -5.20 3.61 3.78
C: -3.95 2.71 4.04
C: -3.84 1.55 3.10
O: -2.55 1.66 2.58
C: -1.94 2.83 2.99
O: -0.89 3.18 2.66
O: -2.82 3.52 3.75
H: -5.17 3.87 2.74
H: -5.12 4.48 4.42
H: -6.15 3.06 3.94
H: -3.86 2.44 5.09
H: -4.52 1.74 2.28
H: -3.96 0.56 3.52
C: 4.13 -3.85 0.88
C: 3.34 -5.08 1.26
C: 4.16 -6.15 1.85
O: 3.29 -6.79 2.82
C: 2.33 -5.89 3.09
O: 1.48 -6.05 3.94
O: 2.48 -4.74 2.36
H: 3.44 -3.02 0.70
H: 4.44 -3.98 -0.16
H: 5.00 -3.64 1.51
H: 2.77 -5.41 0.40
H: 4.99 -5.87 2.48
H: 4.45 -6.94 1.10
C: 4.06 -1.52 -1.94
C: 4.94 -1.47 -3.23
C: 5.18 -2.72 -4.11
O: 4.32 -2.55 -5.21
C: 3.96 -1.23 -5.27
O: 3.34 -0.83 -6.25
O: 4.46 -0.57 -4.21
H: 4.72 -1.98 -1.19
H: 3.14 -2.14 -2.06
H: 3.81 -0.53 -1.59
H: 5.94 -1.04 -2.95
H: 5.00 -3.64 -3.56
H: 6.25 -2.79 -4.39
C: 3.30 4.88 -0.42
C: 2.02 5.69 -0.16
C: 1.10 4.98 0.84
O: 0.77 5.98 1.71
C: 1.43 7.15 1.53
O: 1.22 8.16 2.10
O: 2.28 6.93 0.48
H: 3.67 4.54 0.56
H: 4.04 5.52 -0.91
H: 3.08 3.98 -0.99
H: 1.37 6.00 -1.01
H: 1.62 4.20 1.39
H: 0.21 4.65 0.35
C: -7.62 1.00 -3.50
C: -6.20 0.54 -3.76
C: -5.11 1.63 -3.78
O: -4.66 1.70 -2.38
C: -5.03 0.50 -1.76
O: -4.71 0.16 -0.70
O: -5.82 -0.20 -2.59
H: -8.29 0.12 -3.36
H: -8.04 1.48 -4.37
H: -7.62 1.61 -2.62
H: -6.04 -0.22 -4.57
H: -5.51 2.64 -4.01
H: -4.26 1.22 -4.35
C: 0.82 -0.52 -4.16
C: 1.36 0.89 -4.24
C: 0.23 1.91 -4.50
O: 0.45 2.87 -3.46
C: 1.18 2.33 -2.44
O: 1.27 2.75 -1.34
O: 1.83 1.22 -2.93
H: 0.33 -0.77 -5.09
H: 0.07 -0.57 -3.32
H: 1.64 -1.24 -4.00
H: 2.21 0.94 -4.86
H: -0.75 1.49 -4.48
H: 0.49 2.41 -5.42
C: -1.46 -4.44 3.95
C: -0.69 -3.53 3.08
C: -0.84 -4.00 1.65
O: -2.05 -3.35 1.29
C: -2.25 -2.25 2.07
O: -3.16 -1.52 1.88
O: -1.28 -2.17 3.03
H: -0.98 -5.42 4.07
H: -2.44 -4.65 3.45
H: -1.67 -4.00 4.93
H: 0.30 -3.35 3.43
H: -1.01 -5.10 1.72
H: -0.04 -3.68 0.97
C: 1.56 0.89 1.61
C: 0.24 0.12 1.37
C: -0.66 0.76 0.34
O: -0.55 -0.19 -0.79
C: 0.23 -1.19 -0.52
O: 0.51 -2.12 -1.27
O: 0.66 -1.18 0.77
H: 1.35 1.83 2.11
H: 2.09 0.99 0.69
H: 2.16 0.40 2.41
H: -0.26 -0.24 2.29
H: -0.24 1.66 -0.03
H: -1.71 0.82 0.63

Properties
SMILES ... O=[N+]([O-])c1ccccc1.O=[N+]([O-])c1ccccc1.C[C@H]1COC(=O)O1.C[C@H]1COC(=O)O1.C[C@H]1COC(=O)O1.C[C@H]1COC(=O)O1.C[C@H]1COC(=O)O1.C[C@H]1COC(=O)O1.C[C@H]1COC(=O)O1.C[C@H]1COC(=O)O1
Frontier orbital gap ... 0.35169 Eh
F_max ... 4.06 eV Å⁻¹
Total charge ... 0